Entry 1:
Density functional theory data (the ωB97M-V functional and the def2-TZVPD basis) for a structure of composition C34H53N5O6SbSi3Sm in a non-equilibrium geometry.

Properties
<S²>   8.7584
HOMO-LUMO gap (alpha / beta)   5.220 / 5.240 eV
LUMO energy (alpha / beta)   -0.49 / -0.47 eV

Geometry as ORCA input:
```
! RIJCOSX wB97M-V def2-TZVPD def2/J DEFGRID3
* xyz 0 6
Sm 1.5644 1.2167 1.2950
O 4.2022 -1.1918 6.5120
C 3.2960 -0.6140 5.6282
C 3.2903 0.7983 5.4462
C 2.5979 1.2281 4.3640
N 1.7119 0.4631 3.6693
C 1.6639 -0.8461 3.8645
C 2.3383 -1.4272 4.9828
C 1.2271 -1.6696 2.6754
O 1.0102 -2.8617 2.8028
O 1.2308 -1.0606 1.5109
C 2.9993 2.5913 3.8177
O 3.8029 3.3476 4.3167
O 2.4272 2.8413 2.6236
H 4.4444 -0.5015 7.1685
H 3.9922 1.4499 5.9934
H 2.2363 -2.4675 5.2976
C -4.0846 0.1544 0.0584
Sb -2.0837 -0.0887 -0.8504
C -1.0095 1.6433 0.2986
C -0.3839 2.3957 -0.7330
C -1.0554 2.9180 -1.9109
C -0.3579 3.4632 -2.9461
C 1.0406 3.7596 -2.7637
C 1.5920 3.3934 -1.5431
N 0.9751 2.6498 -0.6567
Si -1.7418 2.6375 1.7590
C -3.3209 3.6296 1.2069
C -0.6167 3.9497 2.4535
C -2.3005 1.4201 3.0989
C -3.0569 -2.3745 -2.4661
C -2.7368 -2.9912 -1.1738
C -3.1536 -4.2671 -0.6551
C -2.8570 -4.6189 0.6673
C -2.0214 -3.7694 1.4048
C -1.6510 -2.5544 0.9288
N -2.1125 -2.1576 -0.2759
Si -1.6117 -2.4445 -3.6845
C 0.0740 -2.5698 -2.8562
C -1.6469 -0.9027 -4.7448
C -1.5510 -3.7825 -5.0388
Si -4.8532 -1.8006 -2.9849
C -4.9567 -0.0032 -3.3213
C -5.0991 -2.5239 -4.8015
C -6.1152 -2.4256 -1.7484
H -4.8712 0.5284 -0.6429
H -3.9411 0.9140 0.8685
H -4.4763 -0.7426 0.4409
H -2.1527 2.8442 -2.0014
H -0.8804 3.8231 -3.8620
H 1.6340 4.3767 -3.4761
H 2.5768 3.6633 -1.2954
H -3.7995 3.8563 2.1279
H -3.9994 3.0239 0.6346
H -3.0270 4.5670 0.6748
H -0.4905 4.6920 1.6995
H 0.3270 3.6216 2.8848
H -1.1672 4.4356 3.2468
H -3.2890 1.7101 3.4905
H -1.5397 1.4608 3.9009
H -2.3580 0.3488 2.7699
H -3.7590 -4.9256 -1.2601
H -3.1588 -5.6091 1.0008
H -1.5069 -4.0939 2.3004
H -0.8925 -1.9145 1.3989
H 0.3569 -1.5398 -2.5618
H 0.8535 -3.1109 -3.3770
H -0.1531 -3.0757 -1.9316
H -1.5717 0.0345 -4.1170
H -2.4239 -0.7116 -5.4830
H -0.6385 -0.8949 -5.2657
H -2.3100 -3.5791 -5.7780
H -1.8084 -4.7498 -4.5284
H -0.5470 -3.7251 -5.5539
H -6.0022 0.3828 -3.2888
H -4.6428 0.1337 -4.3797
H -4.2946 0.5764 -2.6924
H -4.5094 -2.0464 -5.5590
H -6.1803 -2.4074 -5.1220
H -4.9206 -3.6118 -4.8232
H -6.8347 -1.6727 -1.6744
H -5.6922 -2.5979 -0.7524
H -6.4700 -3.3140 -2.2495
C 6.8742 -0.5361 0.2748
N 5.4112 -0.3435 0.2651
C 4.6480 -1.2668 -0.5405
C 4.7634 0.8342 0.6456
O 3.5498 0.9742 0.2572
N 5.3362 1.8066 1.3879
C 6.3409 1.6091 2.3751
C 4.8889 3.2106 1.2411
H 7.1705 -1.5495 0.6563
H 7.4885 0.2300 0.8087
H 7.1670 -0.5500 -0.8170
H 3.7117 -1.5233 -0.0567
H 5.2881 -2.1215 -0.7803
H 4.4219 -0.8195 -1.5386
H 6.1850 0.5705 2.8412
H 6.1905 2.4308 3.0815
H 7.3215 1.7429 1.9471
H 4.1480 3.1478 0.4744
H 5.7152 3.8119 0.7905
H 4.6007 3.6352 2.2338
*
```

Entry 2:
Density functional theory data (the ωB97M-V functional and the def2-TZVPD basis) for a structure of composition C34H54BBiF2N2O2SbSe4.

Properties
HOMO-LUMO gap   6.400 eV
LUMO energy   1.79 eV

Geometry as ORCA input:
```
! RIJCOSX wB97M-V def2-TZVPD def2/J DEFGRID3
* xyz -1 1
Bi 1.3034 -0.2245 -1.6995
C 0.3316 1.0058 -4.7523
N -0.4891 0.2313 -3.8338
C -1.2106 -0.8120 -4.5434
C -1.3605 1.1004 -3.0555
C -1.9973 0.3789 -1.8845
N -1.0292 -0.2701 -0.9554
C -1.0629 0.3825 0.3956
C -1.0611 1.8821 0.3343
C -2.0926 2.5860 0.9476
C -2.1525 3.9674 0.9051
C -1.1387 4.6183 0.1984
C -0.0912 3.9685 -0.4368
C -0.0390 2.5508 -0.3577
O 0.9402 1.8692 -0.9324
C 1.0078 4.7545 -1.1584
C 1.1344 4.2939 -2.6183
C 0.7232 6.2596 -1.1843
C 2.3460 4.5466 -0.4355
C -3.2479 4.7862 1.5849
C -4.2660 3.9003 2.3033
C -2.6175 5.7266 2.6220
C -3.9983 5.6218 0.5378
C -1.4495 -1.7004 -0.8113
C -0.5648 -2.5917 -0.0030
C -0.9721 -3.1340 1.2040
C -0.2236 -4.1262 1.8212
C 0.9163 -4.5725 1.1543
C 1.3715 -4.0524 -0.0572
C 0.6235 -3.0050 -0.6163
O 0.9678 -2.3724 -1.7566
C 2.5724 -4.6578 -0.7934
C 3.2214 -5.7961 0.0008
C 3.6714 -3.6229 -1.0746
C 2.0609 -5.2310 -2.1255
C -0.6758 -4.6931 3.1672
C 0.2561 -5.7906 3.6819
C -0.7091 -3.5647 4.2077
C -2.0820 -5.2936 3.0197
H -0.2757 1.5286 -5.5071
H 1.0297 0.3459 -5.2682
H 0.9027 1.7528 -4.2003
H -1.9634 -0.3920 -5.2299
H -1.7125 -1.4832 -3.8486
H -0.5066 -1.4070 -5.1240
H -2.1685 1.5233 -3.6764
H -0.7627 1.9353 -2.6861
H -2.6769 -0.3917 -2.2482
H -2.5955 1.1034 -1.3315
H -0.2172 -0.0026 0.9654
H -1.9780 0.0471 0.8966
H -2.8535 2.0156 1.4681
H -1.1727 5.6981 0.1530
H 0.1819 4.4100 -3.1446
H 1.4437 3.2524 -2.6649
H 1.8824 4.9005 -3.1361
H -0.2204 6.4888 -1.6867
H 1.5242 6.7615 -1.7312
H 0.6943 6.6863 -0.1797
H 2.6203 3.4957 -0.4183
H 2.2850 4.9042 0.5943
H 3.1389 5.1017 -0.9446
H -3.7933 3.2923 3.0770
H -4.7800 3.2329 1.6075
H -5.0203 4.5263 2.7853
H -2.0840 5.1557 3.3840
H -3.3893 6.3251 3.1142
H -1.9049 6.4104 2.1583
H -4.4526 4.9752 -0.2164
H -3.3289 6.3149 0.0254
H -4.7905 6.2077 1.0127
H -1.4915 -2.1018 -1.8253
H -2.4645 -1.6990 -0.3963
H -1.8993 -2.7832 1.6483
H 1.5052 -5.3442 1.6205
H 3.5796 -5.4496 0.9725
H 4.0802 -6.1718 -0.5599
H 2.5351 -6.6339 0.1516
H 3.9905 -3.1194 -0.1609
H 3.3430 -2.8744 -1.7955
H 4.5453 -4.1344 -1.4867
H 1.3236 -6.0185 -1.9490
H 2.8928 -5.6606 -2.6918
H 1.5994 -4.4496 -2.7303
H 1.2756 -5.4256 3.8106
H 0.2784 -6.6493 3.0056
H -0.1002 -6.1410 4.6536
H 0.2838 -3.1276 4.3299
H -1.0419 -3.9519 5.1751
H -1.3959 -2.7688 3.9109
H -2.0823 -6.0989 2.2813
H -2.8064 -4.5427 2.6982
H -2.4227 -5.7015 3.9757
F 3.7564 1.2897 -1.0720
B 3.6042 0.9526 0.2267
F 4.2256 1.7250 1.0901
Se 3.4029 -3.5823 3.5600
Sb 4.5875 -1.5387 3.3210
Se 4.0301 0.3112 4.6777
Se 6.4154 -1.3895 1.8201
Se 2.4783 -0.5556 0.7390
*
```

> What is the formula in the second record?

C34H54BBiF2N2O2SbSe4